# 1
C7H10O | ωB97M-V/def2-TZVPD

Geometry as ORCA input:
```
! RIJCOSX wB97M-V def2-TZVPD def2/J DEFGRID3
* xyz 0 1
H 1.471 2.425 -1.678
C -0.428 -2.271 -0.516
H -0.281 -3.245 -0.242
C -0.660 0.880 0.233
H -2.171 -0.567 0.526
H 3.125 2.085 -0.952
O -0.600 0.731 -1.131
H -2.461 1.030 1.126
C 0.434 -1.355 -0.141
C -1.772 0.258 1.013
C 0.396 0.052 -0.475
H -1.255 0.003 2.021
H 2.323 0.174 0.289
C 1.661 0.762 -0.329
H -1.297 -2.225 -1.182
C 2.052 1.798 -1.024
H -0.323 1.792 0.563
H 1.375 -1.387 0.360
*
```

Calculated values
highest occupied orbital energy: -8.75 eV
ΔE to the lowest compared entry with this formula, charge and spin: 3.607 eV
SMILES string: C=CC1(C=C)O[C@H]1C
frontier orbital gap: 9.77 eV
molar mass: 110.156 Da

---

# 2
C2ClNO2S | ωB97M-V/def2-TZVPD

Geometry as ORCA input:
```
! RIJCOSX wB97M-V def2-TZVPD def2/J DEFGRID3
* xyz 0 1
O -0.632 1.168 0.078
C -1.163 -0.033 -0.020
S -2.603 -0.589 -0.179
Cl 2.646 -0.559 -0.151
O -0.069 -0.991 0.335
N 0.777 1.157 -0.092
C 1.044 -0.152 0.028
*
```

Calculated values
highest occupied orbital energy: -9.99 eV
ΔE to the lowest compared entry with this formula, charge and spin: 0.681 eV
SMILES string: S=c1onc(Cl)o1
frontier orbital gap: 10.03 eV
molar mass: 137.547 Da

---

# 3
C5H5N4S | ωB97M-V/def2-TZVPD

Geometry as ORCA input:
```
! RIJCOSX wB97M-V def2-TZVPD def2/J DEFGRID3
* xyz 1 3
N -1.603 1.642 -0.346
C -1.084 0.791 -1.184
C -1.240 1.700 0.909
N -0.381 0.733 1.350
H -1.621 2.600 1.494
C 1.171 -2.051 -1.447
H 0.221 1.950 3.218
C -0.250 -0.355 -0.776
H -1.477 0.984 -2.175
S 0.195 0.573 2.968
N 1.888 -1.875 -0.445
C -0.050 -0.254 0.596
H 2.779 -2.353 -0.351
H 1.416 -2.787 -2.194
N 0.035 -1.298 -1.616
*
```

Calculated values
highest occupied orbital energy (alpha / beta): -13.83 / -14.36 eV
frontier orbital gap (alpha / beta): 8.64 / 7.39 eV
molar mass: 153.190 Da